DFT (wB97M-V/def2-TZVPD) results for an isolated ion of composition C3H9NOP and charge +1 at a distorted geometry.

Calculated values
Kohn-Sham gap   9.5 eV
Net charge   +1
ΔE to the lowest compared entry with this formula, charge and spin   101.0 kcal/mol
2S+1   1

Positions of all 15 atoms, in Å:
C 1.107 0.806 0.806
P 0.943 1.416 -1.095
O 0.528 -0.004 -1.639
C -0.053 -1.103 -1.159
C -1.004 -0.711 -0.016
N -0.441 0.037 1.203
H 0.954 1.592 1.643
H 2.169 1.486 -1.512
H 0.649 2.329 -2.014
H 0.701 -1.766 -0.802
H -0.758 -1.589 -1.916
H -1.502 0.174 -0.367
H -1.775 -1.390 0.254
H -1.218 0.814 1.421
H -0.194 -0.513 2.117

DFT (wB97M-V/def2-TZVPD) results for one molecule with the formula C4H6O2.

Calculated values
Kohn-Sham gap   10.4 eV
Net charge   0
ΔE to the lowest compared entry with this formula, charge and spin   29.5 kcal/mol
2S+1   1

Positions of all 12 atoms, in Å:
O -1.990 1.667 0.084
C -1.099 0.868 0.003
C -1.004 -0.639 0.235
C 0.469 -0.576 -0.226
O 1.326 -1.011 0.801
C 0.371 0.966 -0.408
H -1.097 -0.928 1.287
H -1.687 -1.243 -0.369
H 0.658 -1.113 -1.165
H 2.235 -0.830 0.531
H 0.532 1.361 -1.416
H 0.983 1.527 0.306

DFT (wB97M-V/def2-TZVPD) results for C46H43Br2CdN3O2P as an isolated structure.

Calculated values
Kohn-Sham gap   7.0 eV
Net charge   -1
ΔE to the lowest compared entry with this formula, charge and spin   15.4 kcal/mol
2S+1   1

Positions of all 98 atoms, in Å:
Cd 0.474 1.665 -0.519
O -6.575 0.669 -1.558
C -6.088 0.767 -0.431
O -6.604 0.909 0.678
C -4.502 0.696 -0.404
C -3.773 0.625 -1.582
C -2.379 0.615 -1.525
N -1.727 0.646 -0.361
C -2.414 0.686 0.784
C -3.809 0.717 0.796
C -1.616 0.678 2.027
C -2.209 0.829 3.286
C -1.421 0.758 4.418
C -0.055 0.563 4.274
C 0.453 0.474 2.989
N -0.297 0.506 1.902
C -1.545 0.550 -2.739
C -2.099 0.625 -4.020
C -1.274 0.507 -5.121
C 0.085 0.312 -4.924
C 0.556 0.288 -3.622
N -0.227 0.403 -2.563
H -4.332 0.596 -2.504
H -4.397 0.756 1.701
H -3.272 0.986 3.383
H -1.863 0.857 5.400
H 0.596 0.488 5.129
H 1.517 0.365 2.831
H -3.155 0.789 -4.156
H -1.683 0.573 -6.120
H 0.762 0.198 -5.756
H 1.615 0.168 -3.418
Br 3.581 1.163 -0.807
C 3.955 2.181 0.796
C 5.275 2.289 1.133
C 5.648 3.049 2.248
C 4.688 3.681 2.982
C 3.324 3.586 2.637
C 2.355 4.302 3.365
C 1.042 4.263 2.987
C 0.652 3.463 1.905
C 1.534 2.694 1.166
C 2.907 2.796 1.515
H 6.026 1.802 0.534
H 6.692 3.137 2.506
H 4.956 4.296 3.830
H 2.682 4.912 4.197
H 0.295 4.842 3.515
H -0.402 3.463 1.635
Br -0.037 8.197 -0.108
C 0.003 6.374 -0.723
C -1.157 5.631 -0.731
C -1.089 4.289 -1.082
C 0.104 3.649 -1.443
C 1.226 4.489 -1.495
C 1.201 5.827 -1.132
H -2.096 6.074 -0.428
H -2.018 3.724 -1.065
H 2.182 4.082 -1.821
H 2.107 6.418 -1.133
C -0.669 -3.018 2.462
C -1.028 -3.477 1.050
C -2.433 -2.967 0.713
C -1.035 -5.002 0.981
P 0.071 -2.538 -0.201
C -0.335 -3.524 -1.710
C -1.191 -2.882 -2.603
C -1.546 -3.463 -3.807
C -1.059 -4.718 -4.134
C -0.232 -5.383 -3.245
C 0.133 -4.790 -2.049
C 1.916 -2.934 0.134
C 2.615 -2.680 -1.204
C 2.351 -1.838 1.113
C 2.348 -4.280 0.707
H -1.435 -3.340 3.168
H -0.611 -1.933 2.501
H 0.286 -3.427 2.787
H -3.175 -3.410 1.375
H -2.694 -3.217 -0.314
H -2.483 -1.888 0.824
H -1.744 -5.381 1.720
H -0.062 -5.426 1.207
H -1.357 -5.350 0.003
H -1.580 -1.908 -2.344
H -2.194 -2.934 -4.492
H -1.327 -5.182 -5.073
H 0.138 -6.371 -3.485
H 0.784 -5.332 -1.381
H 2.297 -1.719 -1.608
H 2.382 -3.452 -1.935
H 3.696 -2.646 -1.068
H 1.992 -0.869 0.768
H 3.438 -1.807 1.193
H 1.938 -2.013 2.104
H 2.126 -5.112 0.047
H 1.882 -4.464 1.670
H 3.428 -4.265 0.861

DFT (wB97M-V/def2-TZVPD) results for a 2-piece molecular cluster, H5NO overall at a distorted geometry.

Calculated values
Kohn-Sham gap   11.3 eV
Net charge   0
ΔE to the lowest compared entry with this formula, charge and spin   5.4 kcal/mol
2S+1   1

Positions of all 7 atoms, in Å:
N 0.924 -0.127 0.031
H 1.074 0.905 -0.118
H 1.474 -0.271 0.853
H 1.380 -0.579 -0.762
O -1.887 -0.193 0.037
H -1.985 0.789 -0.067
H -0.980 -0.525 0.025

DFT (wB97M-V/def2-TZVPD) results for C45H31N4O5P2RuS3 as an isolated structure at a distorted geometry.

Calculated values
Kohn-Sham gap (spin up / spin down)   6.4 / 6.6 eV
Net charge   0
ΔE to the lowest compared entry with this formula, charge and spin   0.0 kcal/mol
⟨S²⟩   0.87
2S+1   2

Positions of all 91 atoms, in Å:
Ru -0.135 0.463 -0.244
O -0.247 -1.616 2.856
S -0.540 -1.430 1.425
C -2.290 -1.794 1.207
C -2.975 -2.325 2.286
C -4.319 -2.639 2.132
C -4.941 -2.457 0.903
C -4.237 -1.912 -0.163
C -2.913 -1.514 -0.003
P -1.914 -0.722 -1.312
C -1.952 -1.981 -2.652
C -2.568 -1.726 -3.876
C -2.628 -2.715 -4.852
C -2.069 -3.961 -4.623
C -1.443 -4.221 -3.411
C -1.386 -3.241 -2.434
C -2.907 0.609 -2.095
C -2.198 1.447 -2.958
C -2.845 2.472 -3.637
C -4.208 2.683 -3.450
C -4.915 1.862 -2.586
C -4.269 0.827 -1.918
C 0.146 -2.878 0.620
C -0.202 -4.116 1.144
C 0.384 -5.262 0.633
C 1.332 -5.157 -0.378
C 1.690 -3.913 -0.878
C 1.110 -2.753 -0.371
P 1.419 -1.115 -1.100
C 2.501 -1.388 -2.526
C 1.933 -1.721 -3.757
C 2.744 -1.953 -4.858
C 4.122 -1.835 -4.735
C 4.689 -1.492 -3.515
C 3.882 -1.267 -2.409
C 2.443 -0.200 0.004
C 2.830 1.143 -0.545
C 3.217 2.641 1.563
C 3.371 2.161 2.785
C 4.044 0.827 2.813
C 3.302 -0.629 1.135
H -2.451 -2.480 3.220
H -4.876 -3.042 2.968
H -5.979 -2.732 0.775
H -4.721 -1.809 -1.126
H -3.004 -0.759 -4.079
H -3.117 -2.504 -5.795
H -2.122 -4.729 -5.384
H -1.002 -5.191 -3.221
H -0.912 -3.470 -1.492
H -1.131 1.305 -3.093
H -2.278 3.113 -4.300
H -4.711 3.487 -3.971
H -5.974 2.023 -2.426
H -4.839 0.220 -1.233
H -0.928 -4.175 1.945
H 0.106 -6.232 1.025
H 1.805 -6.047 -0.774
H 2.433 -3.846 -1.664
H 0.855 -1.804 -3.850
H 2.302 -2.217 -5.810
H 4.758 -2.007 -5.594
H 5.762 -1.393 -3.418
H 4.339 -1.015 -1.460
H 3.376 1.038 -1.487
H 2.738 3.571 1.293
H 2.997 2.629 3.686
H 4.871 0.732 3.510
H 3.728 -1.623 0.995
O -2.421 3.827 4.177
C -3.069 4.105 3.061
O -4.026 4.840 3.012
C -2.561 3.456 1.821
C -3.082 3.691 0.569
N -2.402 2.917 -0.290
N -1.469 2.178 0.328
C -1.554 2.505 1.609
C -0.535 1.917 2.522
O -0.548 2.256 3.717
O 0.257 1.135 1.939
H -1.637 3.214 4.004
H -3.868 4.360 0.261
H -2.496 2.866 -1.293
S 2.863 -0.569 2.939
C 4.342 0.515 1.328
C 5.701 0.090 0.986
N 6.739 -0.305 0.692
C 3.817 1.748 0.496
S 1.355 2.138 -0.990
C 4.890 2.467 -0.226
N 5.704 3.039 -0.800

DFT (wB97M-V/def2-TZVPD) results for C44H39GaN2O3P2S as an isolated structure.

Calculated values
Kohn-Sham gap   6.7 eV
Net charge   +2
ΔE to the lowest compared entry with this formula, charge and spin   0.0 kcal/mol
2S+1   1

Positions of all 92 atoms, in Å:
Ga 0.060 -0.103 -0.455
C -1.833 -2.470 1.083
C -2.878 -1.648 0.329
P -2.177 -0.984 -1.235
C -3.433 0.067 -2.003
C -2.989 1.051 -2.884
C -3.902 1.826 -3.573
C -5.260 1.617 -3.389
C -5.701 0.654 -2.495
C -4.797 -0.121 -1.791
C -1.948 -2.468 -2.253
C -0.666 -2.942 -2.513
C -0.496 -4.120 -3.218
C -1.606 -4.824 -3.660
C -2.884 -4.340 -3.423
C -3.061 -3.160 -2.724
P -0.360 -1.503 1.666
C -0.992 -0.560 3.091
C -0.683 -0.897 4.408
C -1.274 -0.204 5.451
C -2.146 0.844 5.197
C -2.387 1.234 3.889
C -1.813 0.539 2.840
C 0.718 -2.845 2.222
C 1.955 -3.007 1.607
C 2.813 -4.005 2.031
C 2.439 -4.838 3.075
C 1.189 -4.706 3.661
C 0.319 -3.717 3.234
H -1.452 -3.263 0.425
H -2.288 -2.952 1.956
H -3.231 -0.810 0.938
H -3.732 -2.289 0.083
H -1.928 1.212 -3.008
H -3.556 2.591 -4.251
H -5.974 2.213 -3.934
H -6.759 0.505 -2.343
H -5.155 -0.857 -1.087
H 0.199 -2.374 -2.166
H 0.497 -4.490 -3.423
H -1.475 -5.753 -4.193
H -3.744 -4.883 -3.782
H -4.054 -2.771 -2.547
H 0.019 -1.687 4.631
H -1.057 -0.481 6.472
H -2.627 1.365 6.013
H -3.023 2.080 3.682
H -1.981 0.875 1.825
H 2.237 -2.340 0.796
H 3.768 -4.135 1.547
H 3.121 -5.596 3.426
H 0.885 -5.392 4.438
H -0.653 -3.611 3.698
O 2.016 0.616 0.152
C 1.891 1.917 0.811
C 0.501 2.474 0.421
O 0.264 3.647 0.421
O -0.392 1.545 0.170
C 3.012 2.827 0.353
C 2.957 3.406 -0.911
C 3.960 4.260 -1.332
C 5.030 4.539 -0.498
C 5.115 3.930 0.742
C 4.112 3.075 1.167
C 1.814 1.765 2.316
C 2.047 0.554 2.958
C 2.008 0.484 4.342
C 1.694 1.606 5.087
C 1.437 2.809 4.444
C 1.504 2.894 3.068
H 2.954 0.372 0.161
H 2.110 3.211 -1.553
H 3.899 4.716 -2.309
H 5.792 5.232 -0.819
H 5.959 4.122 1.383
H 4.176 2.629 2.147
H 2.289 -0.345 2.398
H 2.234 -0.449 4.837
H 1.654 1.552 6.163
H 1.194 3.689 5.018
H 1.323 3.831 2.563
S 0.554 1.314 -2.554
C 0.937 1.276 -4.205
N 0.877 2.495 -4.839
C 1.145 2.622 -6.148
C 1.497 1.508 -6.868
C 1.577 0.297 -6.155
N 1.296 0.190 -4.879
H 0.629 3.304 -4.273
H 1.082 3.612 -6.576
H 1.713 1.561 -7.922
H 1.894 -0.612 -6.646

DFT (wB97M-V/def2-TZVPD) results for one molecule with the formula C16H22N2O2.

Calculated values
Kohn-Sham gap   8.2 eV
Net charge   0
ΔE to the lowest compared entry with this formula, charge and spin   49.7 kcal/mol
2S+1   1

Positions of all 42 atoms, in Å:
C 3.269 3.491 0.485
C 3.267 2.021 0.259
C 2.233 1.134 0.266
C 2.766 -0.165 -0.006
C 2.263 -1.470 -0.136
O 0.962 -1.870 -0.009
C -0.036 -0.936 0.343
C -1.347 -1.718 0.466
O -1.262 -2.685 1.486
C -2.507 -0.777 0.807
N -2.673 0.241 -0.216
C -3.455 -0.212 -1.358
C -4.943 0.032 -1.015
C -4.903 1.075 0.112
C -3.404 1.414 0.236
C 3.152 -2.496 -0.424
C 4.516 -2.277 -0.584
C 5.047 -1.013 -0.458
C 4.165 0.020 -0.173
N 4.432 1.347 -0.004
H 2.257 3.839 0.669
H 3.889 3.748 1.345
H 3.666 4.014 -0.385
H 1.211 1.401 0.442
H 0.201 -0.470 1.307
H -0.154 -0.167 -0.426
H -1.533 -2.215 -0.500
H -0.423 -3.147 1.366
H -3.405 -1.391 0.964
H -2.266 -0.291 1.755
H -3.165 0.399 -2.218
H -3.243 -1.254 -1.588
H -5.416 -0.890 -0.679
H -5.489 0.391 -1.886
H -5.495 1.959 -0.117
H -5.269 0.652 1.047
H -3.153 2.235 -0.443
H -3.111 1.696 1.246
H 2.750 -3.493 -0.524
H 5.159 -3.114 -0.807
H 6.103 -0.825 -0.577
H 5.343 1.767 -0.067

DFT (wB97M-V/def2-TZVPD) results for an isolated ion of composition C10H13N2S and charge +1 at a distorted geometry.

Calculated values
Kohn-Sham gap   9.2 eV
Net charge   +1
ΔE to the lowest compared entry with this formula, charge and spin   36.8 kcal/mol
2S+1   1

Positions of all 26 atoms, in Å:
C -1.756 2.687 -1.492
N -0.690 1.687 -1.275
C -0.701 0.296 -1.541
C 0.616 0.163 -0.711
N 1.994 -0.151 -1.280
C 0.362 -0.678 0.556
C -0.126 -0.049 1.749
C -0.465 -0.838 2.801
C -0.364 -2.233 2.746
C 0.221 -2.778 1.677
C 0.562 -2.015 0.570
C 0.593 1.696 -0.712
S 1.739 2.752 -0.238
H -2.172 2.516 -2.509
H -2.338 2.453 -0.637
H -1.394 3.682 -1.411
H -0.656 0.287 -2.751
H -1.567 -0.401 -1.321
H 2.422 -1.060 -1.027
H 2.508 0.727 -0.999
H 2.044 -0.177 -2.425
H -0.294 1.001 1.941
H -1.058 -0.314 3.572
H -0.568 -2.821 3.599
H 0.257 -3.772 1.415
H 0.832 -2.657 -0.296